Entry from the OMol25 dataset: a structure of composition C16H17N7S3Sn (ωB97M-V with the def2-TZVPD basis set).

The lowest unoccupied orbital energy (spin up / spin down) is -8.4 / -8.9 eV. The calculation puts the energy above the lowest of the compared OMol25 structures with the same formula, charge and spin at 0.0000 eV. The calculation puts the electronic energy at -65619.189 eV. The calculation puts the max |F| at 0.43 eV/A. As for the charge: +2.

```
44
Properties=species:S:1:pos:R:3:forces:R:3
Sn -1.200 0.117 -0.027 -0.08 -0.41 0.09
S -0.926 2.714 1.436 0.12 0.29 0.12
S -0.866 2.307 -1.932 -0.02 0.22 -0.12
S 1.370 4.097 1.865 -0.01 0.06 0.03
N -1.078 -1.745 -1.629 -0.01 -0.16 0.00
N 0.713 0.247 1.527 0.10 0.24 0.14
N -0.815 -1.957 1.480 0.03 -0.09 -0.04
N 1.489 3.487 -1.542 -0.03 0.19 0.09
N 1.468 1.411 1.709 -0.02 -0.05 0.09
N 1.514 1.225 -1.376 -0.05 -0.06 -0.07
N 0.753 0.100 -1.335 -0.07 -0.06 -0.11
C 0.154 -2.040 -2.072 0.07 0.00 -0.03
C -2.045 -2.645 -1.772 -0.01 -0.03 0.03
C 0.270 -1.957 2.270 0.07 0.03 0.03
C 1.050 -0.720 2.284 0.04 0.08 -0.07
C 0.741 2.458 1.696 -0.09 -0.14 -0.22
C 0.611 -3.012 3.097 -0.09 0.01 -0.06
C -1.367 -4.112 2.352 0.02 0.02 0.01
C 1.389 4.261 3.663 0.01 -0.02 -0.02
C 1.105 -0.902 -2.061 0.03 0.07 0.06
C -0.532 -4.235 -2.703 -0.03 0.02 0.00
C -1.818 -3.902 -2.316 0.02 0.00 0.00
C 0.801 2.342 -1.587 0.13 -0.12 0.11
C 0.473 -3.280 -2.598 -0.09 0.07 0.01
C 2.297 -0.875 -2.956 0.02 -0.01 0.04
C -0.225 -4.122 3.130 -0.03 0.03 -0.03
C -1.620 -3.010 1.541 -0.03 -0.08 -0.01
H 1.477 -3.498 -2.930 0.01 -0.01 0.00
H -3.036 -2.347 -1.454 -0.03 0.00 0.04
H -2.066 -4.935 2.369 -0.01 -0.02 -0.01
H 2.493 3.461 -1.451 0.01 -0.01 -0.01
H -2.637 -4.598 -2.428 -0.01 -0.01 0.00
H -0.314 -5.213 -3.108 0.00 -0.01 -0.01
H 3.206 -0.980 -2.359 0.01 0.01 0.01
H 0.006 -4.965 3.766 0.00 -0.02 0.01
H 2.359 0.085 -3.465 0.01 -0.01 0.00
H 1.039 4.358 -1.771 0.03 -0.03 -0.04
H 0.395 4.078 4.064 -0.01 0.00 0.00
H 1.501 -2.960 3.709 0.01 0.01 0.01
H 2.120 3.573 4.081 -0.01 0.00 0.00
H -2.515 -2.977 0.936 -0.03 0.00 -0.06
H 1.683 5.289 3.864 0.00 0.01 0.01
H 1.875 -0.608 2.983 0.01 -0.01 -0.05
H 2.262 -1.667 -3.697 0.02 0.02 0.01
```
Forces are in eV/Å.

Entry from the OMol25 dataset: a cluster of 2 separate species, C16H17NO in total at a distorted geometry (ωB97M-V with the def2-TZVPD basis set).

The lowest unoccupied orbital energy is 0.6 eV. The structure (SMILES) is Cc1c[nH]c2ccccc12.Cc1ccc(O)cc1. The calculation puts the energy above the lowest of the compared OMol25 structures with the same formula, charge and spin at 3.2805 eV. The calculation puts the electronic energy at -20402.546 eV. The calculation puts the max |F| at 5.55 eV/A. As for the charge: 0.

```
35
Properties=species:S:1:pos:R:3:forces:R:3
O -2.790 -2.145 -2.060 2.08 -3.92 -0.44
N 4.697 -0.260 -0.240 0.50 -1.56 0.02
C -3.107 -1.223 1.391 0.45 2.50 0.54
C -3.554 -0.079 -1.197 0.28 -1.51 -0.18
C -3.569 0.107 1.295 -0.09 -1.57 -2.62
C 2.594 0.529 -0.628 1.02 -1.32 -0.35
C -3.939 0.782 2.536 3.52 3.23 2.23
C -3.787 0.635 -0.024 0.98 1.33 0.85
C 2.273 -0.854 -2.921 -2.62 -1.20 -0.31
C -2.715 -1.951 0.282 -2.17 1.05 0.66
C 1.361 1.901 0.849 -1.41 0.97 1.96
C 4.134 -0.956 -1.373 -0.46 2.92 2.08
C 3.745 0.542 0.299 -3.62 1.84 -1.53
C 1.408 1.210 -0.326 2.73 -0.16 1.17
C 2.409 2.030 1.798 0.36 0.62 -0.54
C 2.904 -0.416 -1.724 3.63 0.39 4.18
C -3.078 -1.416 -0.968 0.89 0.26 0.04
C 3.609 1.449 1.375 2.00 -0.33 2.13
H -4.910 0.560 2.860 -1.29 -0.46 0.75
H 0.391 2.333 1.098 0.21 0.10 0.02
H -3.114 0.662 3.409 -2.05 -0.46 -1.82
H 5.485 -0.645 0.318 -1.05 0.53 -0.83
H -2.514 -2.974 0.543 0.64 -0.48 -0.94
H 4.759 -1.694 -1.765 0.53 -1.02 -0.95
H -2.878 -1.446 2.431 -0.05 -0.96 -0.29
H -2.238 -3.050 -1.795 -2.31 3.69 -0.87
H 2.349 2.686 2.799 0.09 -1.69 -2.68
H 2.309 -1.951 -2.868 -0.33 0.08 -0.35
H 4.495 1.652 2.028 -0.64 -0.44 -0.57
H 0.573 1.204 -0.928 -1.63 -0.17 -1.41
H -3.694 0.286 -2.298 0.32 -0.60 2.46
H 1.161 -0.575 -2.842 1.65 -0.11 -1.25
H -3.862 1.745 -0.099 -0.67 -0.91 0.04
H 2.947 -0.595 -3.731 -1.01 0.52 -0.78
H -3.852 1.916 2.477 -0.49 -1.18 -0.42
```
Forces are in eV/Å.